(1)
ORCA calculation (wB97M-V/def2-TZVPD) on an isolated ion of composition C4H11N2O and charge +1 at a distorted geometry.

Structure (ORCA input):
```
! wB97M-V def2-TZVPD RIJCOSX def2/J DEFGRID3
* xyz 1 1
C -0.743 -1.894 -1.907
C -1.452 -1.075 -0.842
N -0.616 -0.877 0.348
C 0.248 0.059 0.682
O 1.004 0.031 1.649
C 0.281 1.335 -0.181
N 1.212 2.210 0.561
H -0.654 -2.929 -1.599
H -1.331 -1.899 -2.820
H 0.244 -1.462 -2.059
H -1.827 -0.097 -1.153
H -2.370 -1.552 -0.493
H -0.446 -1.726 0.871
H 0.700 1.087 -1.160
H -0.680 1.785 -0.401
H 1.519 1.621 1.383
H 2.043 2.495 0.060
H 0.793 3.082 0.883
*
```

* HOMO-LUMO gap: 10.8688 eV

(2)
ORCA calculation (wB97M-V/def2-TZVPD) on a 4-piece molecular cluster, C6H16NO4 overall at a distorted geometry.

Structure (ORCA input):
```
! wB97M-V def2-TZVPD RIJCOSX def2/J DEFGRID3
* xyz 1 1
O 0.341 -1.130 2.367
C 1.276 -1.818 2.014
C 2.150 -1.410 0.870
C 1.572 -1.972 -0.473
C 0.386 -1.143 -0.895
C 0.562 0.029 -1.533
N -0.557 0.826 -1.852
C -0.464 2.051 -2.288
H 1.471 -2.727 2.577
H 3.200 -1.738 1.009
H 2.244 -0.285 0.800
H 1.272 -3.034 -0.349
H 2.354 -1.982 -1.212
H -0.579 -1.548 -0.655
H 1.509 0.434 -1.772
H -1.465 0.460 -1.666
H 0.517 2.542 -2.495
H -1.333 2.649 -2.550
H -2.194 0.069 0.393
H -3.442 -0.277 -0.334
O -2.510 -0.272 -0.399
H -0.170 3.553 0.301
H -0.631 2.178 0.574
O -0.296 2.750 -0.117
H -0.526 0.237 1.897
H -1.690 1.147 2.422
O -1.226 0.917 1.630
*
```

* HOMO-LUMO gap: 9.3738 eV

(3)
ORCA calculation (wB97M-V/def2-TZVPD) on a 3-piece molecular cluster, C4H14O4 overall at a distorted geometry.

Structure (ORCA input):
```
! wB97M-V def2-TZVPD RIJCOSX def2/J DEFGRID3
* xyz 0 1
O 1.615 -2.747 0.488
C 1.266 -1.376 0.512
C -0.195 -1.179 0.178
C -0.502 -1.060 -1.333
C -0.730 0.372 -1.759
O 0.065 1.459 -1.208
H 2.056 -3.110 -0.271
H 1.535 -1.043 1.517
H 1.908 -0.815 -0.187
H -0.749 -2.011 0.608
H -0.471 -0.216 0.621
H -1.420 -1.592 -1.589
H 0.275 -1.579 -1.906
H -1.723 0.723 -1.478
H -0.627 0.407 -2.842
H 0.720 1.097 -0.604
O 1.072 2.308 2.468
H 0.856 2.948 1.775
H 1.427 1.528 2.046
O -2.517 1.894 1.107
H -2.056 1.656 0.279
H -1.805 2.335 1.577
*
```

* HOMO-LUMO gap: 11.1811 eV

(4)
ORCA calculation (wB97M-V/def2-TZVPD) on a 2-piece molecular cluster, C4H13NS overall at a distorted geometry.

Structure (ORCA input):
```
! wB97M-V def2-TZVPD RIJCOSX def2/J DEFGRID3
* xyz 0 1
C -2.843 0.773 -2.217
C -2.769 1.140 -3.694
N -1.951 2.353 -3.872
H -1.838 0.670 -1.811
H -3.389 -0.139 -1.957
H -3.431 1.500 -1.643
H -3.772 1.310 -4.100
H -2.384 0.243 -4.178
H -2.351 3.061 -3.271
H -2.090 2.649 -4.834
C 3.066 -1.401 3.384
S 1.448 -1.520 2.605
C 1.573 -0.144 1.399
H 3.802 -1.670 2.628
H 3.155 -0.472 3.937
H 3.174 -2.205 4.119
H 1.925 0.731 1.943
H 0.594 -0.083 0.939
H 2.327 -0.338 0.634
*
```

* HOMO-LUMO gap: 9.3688 eV

(5)
ORCA calculation (wB97M-V/def2-TZVPD) on one molecule with the formula C4H10OS at a distorted geometry.

Structure (ORCA input):
```
! wB97M-V def2-TZVPD RIJCOSX def2/J DEFGRID3
* xyz 0 1
C 0.102 2.739 -1.560
O 0.321 1.431 -1.107
C 0.276 1.199 0.274
C 0.740 -0.180 0.636
S -0.425 -1.424 0.019
C -0.585 -2.497 1.464
H 0.961 3.281 -1.282
H 0.046 2.700 -2.646
H -0.762 3.225 -1.138
H 0.967 1.929 0.878
H -0.738 1.308 0.690
H 1.775 -0.371 0.274
H 0.835 -0.120 1.663
H -0.668 -1.945 2.355
H 0.192 -3.256 1.503
H -1.584 -2.976 1.356
*
```

* HOMO-LUMO gap: 9.5425 eV

(6)
ORCA calculation (wB97M-V/def2-TZVPD) on a 2-piece molecular cluster, C10H11N2PS2 overall at a distorted geometry.

Structure (ORCA input):
```
! wB97M-V def2-TZVPD RIJCOSX def2/J DEFGRID3
* xyz 0 1
C 0.958 0.890 2.919
C -0.594 1.871 1.359
C 0.368 -0.312 2.703
C -1.262 0.671 1.213
C 1.308 -2.310 -3.317
C 1.739 -1.656 -2.151
C -0.066 -2.374 -3.165
C 0.466 2.033 2.304
C -0.649 -0.366 1.816
C 0.983 3.471 2.494
N 0.679 -1.487 -1.307
N -0.377 -1.805 -2.021
P -1.959 -1.922 -1.268
S -2.531 -3.797 -1.628
S -3.066 -0.859 -3.073
H 1.716 0.972 3.689
H -1.015 2.852 0.932
H 0.747 -1.314 3.118
H -2.151 0.657 0.595
H 1.891 -2.600 -4.184
H 2.801 -1.726 -1.751
H -0.896 -2.738 -3.705
H 0.357 3.980 3.294
H 2.010 3.450 2.836
H 0.857 4.110 1.586
H -2.312 0.310 -3.289
*
```

* HOMO-LUMO gap (alpha / beta): 5.5021 / 8.4061 eV

(7)
ORCA calculation (wB97M-V/def2-TZVPD) on a 4-piece molecular cluster, C27H52N3O10P overall.

Structure (ORCA input):
```
! wB97M-V def2-TZVPD RIJCOSX def2/J DEFGRID3
* xyz 0 1
C -6.522 2.736 4.105
C -5.267 3.061 3.287
N -4.694 1.862 2.641
C -3.328 1.639 2.834
C -2.398 2.538 2.215
N -1.116 2.388 2.324
C -0.661 1.318 3.046
C 0.732 1.098 3.146
C 1.703 2.015 2.454
C 2.962 2.367 3.258
C 4.086 1.325 3.132
O 3.436 3.657 2.840
C 1.147 0.017 3.863
C 0.253 -0.880 4.502
P 1.172 -2.265 5.315
O 0.217 -2.716 6.554
O 2.293 -1.328 6.081
C -1.106 -0.707 4.374
C -2.100 -1.721 4.894
O -1.893 -3.009 4.334
C -1.925 -3.026 2.918
C -1.574 0.415 3.646
N -2.923 0.616 3.530
H -7.428 2.861 3.513
H -6.581 3.396 4.969
H -6.484 1.708 4.470
H -5.505 3.808 2.529
H -4.520 3.495 3.956
H -5.196 1.025 2.904
H -2.780 3.367 1.627
H 2.010 1.514 1.529
H 1.215 2.943 2.170
H 2.697 2.520 4.305
H 5.020 1.810 2.856
H 3.831 0.549 2.408
H 4.255 0.809 4.081
H 3.784 3.568 1.945
H 2.207 -0.177 3.961
H -0.159 -2.000 7.078
H 1.894 -0.606 6.584
H -3.120 -1.390 4.706
H -1.993 -1.844 5.971
H -2.610 -2.272 2.520
H -0.926 -2.870 2.499
H -2.280 -4.009 2.609
C 0.887 0.915 -0.942
O 1.729 -0.209 -1.118
C 1.063 -1.337 -1.661
C 1.289 -1.481 -3.149
O 0.730 -0.405 -3.882
C 1.670 0.588 -4.250
H 1.527 1.780 -0.768
H 0.267 1.108 -1.819
H 0.243 0.773 -0.066
H -0.010 -1.287 -1.446
H 1.465 -2.224 -1.161
H 0.800 -2.400 -3.487
H 2.360 -1.572 -3.357
H 2.282 0.246 -5.093
H 2.327 0.850 -3.417
H 1.117 1.475 -4.558
C 0.372 2.959 -7.334
O 0.791 3.544 -6.113
C 1.923 4.386 -6.241
C 1.547 5.850 -6.302
O 0.788 6.162 -7.457
C -0.606 6.236 -7.222
H -0.634 2.573 -7.182
H 0.357 3.690 -8.146
H 1.030 2.128 -7.612
H 2.506 4.111 -7.127
H 2.553 4.224 -5.360
H 2.464 6.445 -6.343
H 1.000 6.132 -5.397
H -0.866 7.170 -6.712
H -0.960 5.392 -6.626
H -1.100 6.218 -8.192
C 0.244 -8.340 -1.438
O 0.695 -7.766 -0.225
C 1.821 -6.921 -0.375
C 1.440 -5.458 -0.420
O 0.649 -5.142 -1.555
C -0.736 -5.071 -1.273
H -0.754 -8.736 -1.260
H 0.196 -7.601 -2.241
H 0.900 -9.162 -1.748
H 2.383 -7.188 -1.277
H 2.472 -7.086 0.489
H 2.355 -4.860 -0.480
H 0.916 -5.179 0.500
H -0.975 -4.131 -0.761
H -1.070 -5.907 -0.655
H -1.269 -5.096 -2.222
*
```

* HOMO-LUMO gap: 8.4525 eV

(8)
ORCA calculation (wB97M-V/def2-TZVPD) on a 2-piece molecular cluster, C6H7BrN2O2S overall at a distorted geometry.

Structure (ORCA input):
```
! wB97M-V def2-TZVPD RIJCOSX def2/J DEFGRID3
* xyz 0 1
C 2.069 -0.208 1.158
C 1.123 0.701 1.805
C 1.908 -0.684 -0.112
C 0.067 1.131 1.068
C 0.858 -0.228 -0.857
C -0.022 0.757 -0.314
N -4.347 -1.043 0.737
N -1.065 1.038 -1.088
O -1.997 -0.427 1.566
O -2.351 -2.385 0.133
S -2.706 -1.002 0.421
Br -2.322 2.265 -0.674
H 2.891 -0.576 1.793
H 1.319 1.052 2.910
H 2.626 -1.320 -0.610
H -0.837 1.582 1.359
H 0.563 -0.445 -1.907
H -4.987 -0.245 0.758
H -4.760 -1.882 0.740
*
```

* HOMO-LUMO gap (alpha / beta): 5.7777 / 7.9023 eV